Record 1
Below is CH2Cl2 in the gas phase, with properties calculated with the ωB97M-V functional and the def2-TZVPD basis.

Values from the calculation:
- max |F| (eV/A) = 0.6
- lowest unoccupied orbital energy (Eh) = 0.037
- E_tot (eV) = -26114.2111
- structure (SMILES) = ClCCl

Structure (ORCA input):
```
! wB97M-V def2-TZVPD RIJCOSX def2/J DEFGRID3
* xyz 0 1
Cl 25.309 -9.906 -17.839
C 26.096 -11.445 -18.193
Cl 26.857 -11.574 -19.789
H 26.886 -11.561 -17.458
H 25.362 -12.228 -18.048
*
```



Record 2
Below is CH2Cl2 in the gas phase in a non-equilibrium geometry, with properties calculated with the ωB97M-V functional and the def2-TZVPD basis.

Values from the calculation:
- max |F| (eV/A) = 5.1
- lowest unoccupied orbital energy (Eh) = -0.028
- E_tot (eV) = -26107.9921

Structure (ORCA input):
```
! wB97M-V def2-TZVPD RIJCOSX def2/J DEFGRID3
* xyz 0 1
C -0.088 0.514 0.171
Cl 1.167 1.547 0.574
Cl -0.106 -0.414 -1.160
H -0.684 -1.425 -0.381
H -0.288 -0.221 0.796
*
```



Record 3
Below is 2 unconnected molecules or ions with the total composition CH2Cl2N2 in a non-equilibrium geometry, with properties calculated with the ωB97M-V functional and the def2-TZVPD basis.

Values from the calculation:
- max |F| (eV/A) = 3.7
- lowest unoccupied orbital energy (alpha / beta) (Eh) = -0.017 / -0.056
- E_tot (eV) = -29088.6238

Structure (ORCA input):
```
! wB97M-V def2-TZVPD RIJCOSX def2/J DEFGRID3
* xyz 0 1
C -0.430 0.279 -0.226
N -0.464 -0.524 0.601
N 2.261 0.008 -0.739
Cl 3.139 1.087 0.242
Cl 2.201 -1.524 -0.037
H 0.343 0.424 -1.021
H 0.098 -1.270 1.063
*
```



Record 4
Below is CH2Cl2N2 in the gas phase in a non-equilibrium geometry, with properties calculated with the ωB97M-V functional and the def2-TZVPD basis.

Values from the calculation:
- max |F| (eV/A) = 3.4
- lowest unoccupied orbital energy (Eh) = -0.002
- E_tot (eV) = -29089.8536
- structure (SMILES) = ClN1CN1Cl

Structure (ORCA input):
```
! wB97M-V def2-TZVPD RIJCOSX def2/J DEFGRID3
* xyz 0 1
Cl 1.195 1.849 1.900
N -0.027 1.575 0.786
C -0.018 0.184 0.265
N -1.037 0.274 1.320
Cl -2.762 0.668 0.912
H -0.462 0.142 -0.697
H 0.884 -0.369 0.651
*
```



Record 5
Below is 2 unconnected molecules or ions with the total composition CH2Cl2N2S in a non-equilibrium geometry, with properties calculated with the ωB97M-V functional and the def2-TZVPD basis.

Values from the calculation:
- max |F| (eV/A) = 4.3
- lowest unoccupied orbital energy (alpha / beta) (Eh) = -0.036 / -0.025
- E_tot (eV) = -39924.9150

Structure (ORCA input):
```
! wB97M-V def2-TZVPD RIJCOSX def2/J DEFGRID3
* xyz 0 1
C 0.771 -0.612 0.261
N 0.341 -0.473 -0.973
N -0.610 1.102 1.193
S 1.381 -1.720 1.227
Cl -1.996 0.151 1.059
Cl -0.395 2.332 0.189
H -0.172 0.285 -1.202
H 0.681 -1.065 -1.754
*
```



Record 6
Below is a molecular structure, CH2Cl2NO2P in a non-equilibrium geometry, with properties calculated with the ωB97M-V functional and the def2-TZVPD basis.

Values from the calculation:
- max |F| (eV/A) = 5.1
- lowest unoccupied orbital energy (Eh) = 0.000
- E_tot (eV) = -40987.9291

Structure (ORCA input):
```
! wB97M-V def2-TZVPD RIJCOSX def2/J DEFGRID3
* xyz 0 1
C 0.467 -1.103 -1.430
N -0.376 1.222 1.416
O -0.835 -0.910 0.280
O 0.943 -2.159 -1.240
P 0.086 -0.295 1.270
Cl 1.445 0.332 -0.878
Cl -0.849 -0.504 -2.378
H -1.197 1.536 1.032
H 0.316 1.882 1.928
*
```



Record 7
Below is a molecular structure, CH2Cl2O3S in a non-equilibrium geometry, with properties calculated with the ωB97M-V functional and the def2-TZVPD basis.

Values from the calculation:
- max |F| (eV/A) = 3.1
- lowest unoccupied orbital energy (Eh) = -0.003
- E_tot (eV) = -43088.9326

Structure (ORCA input):
```
! wB97M-V def2-TZVPD RIJCOSX def2/J DEFGRID3
* xyz 0 1
C -0.061 -0.789 0.083
O 2.430 -1.292 1.198
O 1.055 0.576 1.925
O 2.045 0.698 -0.437
S 1.444 -0.313 0.868
Cl 0.210 -1.919 -1.169
Cl 3.424 0.055 -1.060
H -0.272 0.211 -0.421
H -0.676 -1.170 0.838
*
```



Record 8
Below is 2 unconnected molecules or ions with the total composition CH2Cl3N3 in a non-equilibrium geometry, with properties calculated with the ωB97M-V functional and the def2-TZVPD basis.

Values from the calculation:
- max |F| (eV/A) = 2.6
- lowest unoccupied orbital energy (alpha / beta) (Eh) = -0.041 / -0.022
- E_tot (eV) = -43101.7332

Structure (ORCA input):
```
! wB97M-V def2-TZVPD RIJCOSX def2/J DEFGRID3
* xyz 0 1
C -0.501 1.159 -0.659
N 1.331 -1.793 0.091
N 0.678 -1.335 0.988
N -0.267 -0.550 0.999
Cl -1.826 1.778 0.124
Cl -0.950 0.128 -2.072
Cl 0.932 2.019 -0.613
H 1.239 -1.147 -0.708
H -0.636 -0.258 1.850
*
```



Record 9
Below is CH2ClF in the gas phase in a non-equilibrium geometry, with properties calculated with the ωB97M-V functional and the def2-TZVPD basis.

Values from the calculation:
- max |F| (eV/A) = 3.3
- lowest unoccupied orbital energy (Eh) = 0.029
- E_tot (eV) = -16308.1246
- structure (SMILES) = FCCl

Structure (ORCA input):
```
! wB97M-V def2-TZVPD RIJCOSX def2/J DEFGRID3
* xyz 0 1
F 0.622 -1.460 0.296
C -0.286 -0.745 -0.341
Cl -0.150 1.157 0.027
H -1.076 -1.077 0.420
H -0.258 -0.984 -1.492
*
```



Record 10
Below is 2 unconnected molecules or ions with the total composition CH2ClF in a non-equilibrium geometry, with properties calculated with the ωB97M-V functional and the def2-TZVPD basis.

Values from the calculation:
- max |F| (eV/A) = 4.4
- lowest unoccupied orbital energy (alpha / beta) (Eh) = 0.038 / -0.092
- E_tot (eV) = -16303.2281

Structure (ORCA input):
```
! wB97M-V def2-TZVPD RIJCOSX def2/J DEFGRID3
* xyz 0 3
C -0.088 0.062 0.135
F 0.650 -0.642 0.992
Cl -1.178 -0.930 -0.760
H 1.155 0.586 -0.978
H -0.538 0.922 0.612
*
```



Record 11
Below is a molecular structure, CH2ClF2P in a non-equilibrium geometry, with properties calculated with the ωB97M-V functional and the def2-TZVPD basis.

Values from the calculation:
- max |F| (eV/A) = 3.6
- lowest unoccupied orbital energy (Eh) = -0.003
- E_tot (eV) = -28312.4947

Structure (ORCA input):
```
! wB97M-V def2-TZVPD RIJCOSX def2/J DEFGRID3
* xyz 0 1
C -0.811 -0.923 -0.443
F -0.001 0.830 2.041
F -0.605 -2.195 -0.157
P 0.197 0.396 0.434
Cl 0.024 -0.598 -2.065
H -0.381 1.584 -0.386
H 1.576 0.906 0.577
*
```



Record 12
Below is 2 unconnected molecules or ions with the total composition CH2ClFN2O4 in a non-equilibrium geometry, with properties calculated with the ωB97M-V functional and the def2-TZVPD basis.

Values from the calculation:
- max |F| (eV/A) = 2.1
- lowest unoccupied orbital energy (Eh) = -0.047
- E_tot (eV) = -27471.3259
- structure (SMILES) = [O-]/[N+](O)=N\F.O=COCl

Structure (ORCA input):
```
! wB97M-V def2-TZVPD RIJCOSX def2/J DEFGRID3
* xyz 0 1
O -1.175 -2.772 -2.051
N -0.546 -2.391 -1.101
O -1.229 -2.023 0.062
N 0.668 -2.028 -1.001
F 1.442 -2.277 -2.100
H -0.641 -1.801 0.857
O 0.370 0.081 1.095
C 1.013 0.623 0.219
O 0.649 0.337 -1.062
Cl 1.592 1.097 -2.341
H 1.721 1.442 0.401
*
```